No. 1
Below is an isolated molecule of C4H7NO, with properties calculated with ωB97M-V/def2-TZVPD.

Structure (XYZ):
```
13
Properties=species:S:1:pos:R:3:forces:R:3
C 1.0438 0.3076 -0.0063 0.309 0.724 0.263
C -0.2514 -0.4263 -0.2123 -0.020 -0.445 -0.480
C -1.4194 0.5067 -0.6022 -0.799 -0.998 -0.629
C -1.3427 -0.1241 0.7846 -0.135 0.902 0.254
H 2.2442 -1.3809 -0.3038 0.064 0.215 0.082
H 3.0525 0.1173 0.0917 0.349 0.019 -0.041
H -0.1483 -1.4795 -0.5500 -0.336 0.937 -0.065
H -1.1601 1.5671 -0.7106 0.063 -0.621 0.251
H -2.2135 0.1772 -1.3713 1.448 0.201 1.541
H -2.0702 -0.8957 1.0823 0.576 0.326 -0.396
H -1.0091 0.5288 1.6145 -0.445 -0.347 -0.632
N 2.2155 -0.4186 -0.0072 -1.213 0.021 -0.116
O 1.0588 1.5206 0.1906 0.137 -0.934 -0.031
```
Positions in Å, forces in eV/Å.

gap between HOMO and LUMO	10.86	eV
SMILES	NC(=O)C1CC1



No. 2
Below is an isolated molecule of C4H7NO, with properties calculated with ωB97M-V/def2-TZVPD.

Structure (XYZ):
```
13
Properties=species:S:1:pos:R:3:forces:R:3
C 0.5313 1.2450 -0.8756 0.022 0.047 -0.008
C -0.4691 0.3629 -0.1466 -0.051 0.112 -0.150
C -0.3079 -1.1662 -0.3405 0.024 -0.132 -0.117
C 0.0297 -1.2146 1.1566 0.079 -0.232 0.261
O 0.3389 -2.0743 1.9436 -0.147 0.398 -0.266
N -0.1617 0.1387 1.2717 0.016 0.016 0.189
H 0.4583 2.2828 -0.5329 0.038 -0.133 -0.019
H 1.5522 0.8901 -0.6902 -0.170 0.058 -0.028
H 0.3550 1.2435 -1.9573 -0.036 -0.057 0.176
H -1.4971 0.7118 -0.3034 0.163 -0.032 0.016
H -1.2203 -1.7111 -0.5951 0.141 0.091 0.033
H 0.5097 -1.4729 -0.9972 -0.105 0.050 0.087
H -0.1190 0.7645 2.0669 0.026 -0.185 -0.175
```
Positions in Å, forces in eV/Å.

gap between HOMO and LUMO	10.72	eV
SMILES	C[C@H]1CC(=O)N1



No. 3
Below is an isolated molecule of C4H7NO, with properties calculated with ωB97M-V/def2-TZVPD.

Structure (XYZ):
```
13
Properties=species:S:1:pos:R:3:forces:R:3
N 2.6113 -0.0808 -0.2748 -0.573 -0.244 0.102
C 1.5250 -0.6198 -0.0782 0.266 0.094 -0.015
C 0.3679 -1.2288 0.0429 0.211 0.045 -0.063
C -0.9629 -0.5752 -0.2523 -0.073 0.029 0.031
C -0.9078 0.9506 -0.3321 -0.116 -0.099 -0.321
O -0.2000 1.5454 0.7399 -0.079 -0.067 0.264
H 2.9603 0.4501 0.5234 -0.003 -0.042 -0.044
H 0.3792 -2.2576 0.3914 0.055 0.127 -0.068
H -0.3927 1.0390 1.5389 0.022 0.142 -0.058
H -1.6784 -0.8727 0.5280 0.111 0.058 -0.084
H -1.3753 -0.9544 -1.1976 0.032 0.064 0.138
H -1.9371 1.3382 -0.3854 0.187 -0.050 0.005
H -0.3895 1.2661 -1.2441 -0.040 -0.058 0.112
```
Positions in Å, forces in eV/Å.

gap between HOMO and LUMO	9.64	eV
SMILES	N=C=CCCO



No. 4
Below is an isolated molecule of C4H7NO, with properties calculated with ωB97M-V/def2-TZVPD.

Structure (XYZ):
```
13
Properties=species:S:1:pos:R:3:forces:R:3
C 0.4978 -1.4388 0.1897 0.235 0.245 -0.505
C -0.9149 0.6204 -0.3382 0.149 0.112 0.023
C 0.4545 -0.0159 -0.0572 0.358 0.749 -0.535
N -1.8775 0.2245 0.5298 0.005 -0.029 -0.030
C 1.5283 0.8939 -0.0556 -0.421 -0.157 0.330
O -1.0926 1.4265 -1.2284 0.037 -0.216 0.252
H -2.7824 0.6635 0.4782 0.070 -0.060 -0.001
H -1.6671 -0.4258 1.2689 -0.031 0.084 -0.070
H -0.3646 -2.0446 -0.0490 0.109 0.035 -0.036
H 1.4373 -1.9009 0.4632 -0.112 -0.028 0.000
H 0.9063 -0.4970 -1.0858 -0.388 -0.671 0.681
H 2.5387 0.5560 0.1254 -0.007 -0.031 -0.051
H 1.3361 1.9382 -0.2410 -0.006 -0.034 -0.059
```
Positions in Å, forces in eV/Å.

gap between HOMO and LUMO (alpha / beta)	7.85 / 7.88	eV



No. 5
Below is a cluster of 2 separate species, C4H7NO in total, with properties calculated with ωB97M-V/def2-TZVPD.

Structure (XYZ):
```
13
Properties=species:S:1:pos:R:3:forces:R:3
C 0.4728 1.0776 -1.3887 -0.020 -0.057 -0.040
C -0.3571 1.3356 -0.1696 -0.132 -0.103 -0.043
N -1.3915 0.6426 0.0882 0.289 0.329 0.046
C -0.2454 -2.1504 1.0188 0.103 0.063 0.001
C 0.8617 -1.4486 1.0402 0.579 0.362 0.020
O 1.8408 -0.8071 1.0465 -0.866 -0.575 0.009
H 0.3977 1.9245 -2.0813 0.027 -0.097 0.110
H 0.1217 0.1728 -1.8915 0.054 0.135 0.045
H 1.5282 0.9637 -1.1178 -0.153 0.027 -0.032
H -0.0135 2.1521 0.4812 -0.099 -0.095 -0.058
H -1.8258 0.9586 0.9569 0.018 -0.024 -0.080
H -1.0821 -1.7287 0.4716 0.124 -0.073 0.096
H -0.3075 -3.0927 1.5455 0.075 0.108 -0.074
```
Positions in Å, forces in eV/Å.

gap between HOMO and LUMO	10.10	eV
SMILES	[H]/N=C/C.C=C=O



No. 6
Below is an isolated molecule of C4H7NO, with properties calculated with ωB97M-V/def2-TZVPD.

Structure (XYZ):
```
13
Properties=species:S:1:pos:R:3:forces:R:3
O 1.0513 -1.0954 0.9989 0.215 -0.378 0.091
C -0.2100 -1.1743 0.3432 -0.291 0.008 -0.084
C -0.7632 0.2391 0.4762 -0.018 -0.026 0.039
C 0.2569 1.1751 -0.1903 0.014 0.144 0.056
C 0.1727 1.1394 -1.6531 -0.088 0.017 -1.034
N 0.0849 1.1100 -2.8071 0.093 -0.014 1.168
H 1.5823 -1.8887 0.8878 -0.222 -0.106 -0.129
H -0.8520 -1.9264 0.8189 0.028 0.188 -0.016
H -0.1325 -1.4259 -0.7289 0.225 -0.026 0.292
H -0.8183 0.4812 1.5426 0.001 0.019 -0.147
H -1.7671 0.3508 0.0508 0.233 -0.125 0.005
H 1.2405 0.8090 0.1223 -0.087 0.331 -0.205
H 0.1644 2.2107 0.1385 -0.105 -0.032 -0.036
```
Positions in Å, forces in eV/Å.

gap between HOMO and LUMO	11.55	eV
SMILES	N#CCCCO



No. 7
Below is an isolated molecule of C4H7NO, with properties calculated with ωB97M-V/def2-TZVPD.

Structure (XYZ):
```
13
Properties=species:S:1:pos:R:3:forces:R:3
C 0.1086 -1.9226 0.2778 0.115 -0.210 0.008
O -0.6049 -0.7082 0.4482 0.002 0.145 0.149
C -0.2316 0.3554 -0.3920 0.069 0.200 -0.058
C -0.7122 1.6843 0.1915 -0.088 0.045 0.022
C 1.2455 0.4723 -0.4704 1.089 0.080 0.042
N 2.3927 0.6017 -0.4114 -1.007 -0.126 -0.199
H 1.1889 -1.7431 0.2184 -0.152 -0.065 0.052
H -0.2023 -2.4826 -0.6157 -0.068 0.209 0.084
H -0.0949 -2.5239 1.1657 -0.025 0.059 -0.156
H -0.6448 0.2176 -1.4040 0.198 -0.037 0.119
H -1.7970 1.7016 0.3089 0.098 -0.111 -0.043
H -0.2379 1.8523 1.1625 -0.123 -0.070 -0.125
H -0.4103 2.4951 -0.4797 -0.108 -0.118 0.104
```
Positions in Å, forces in eV/Å.

gap between HOMO and LUMO	11.63	eV
SMILES	CO[C@@H](C)C#N



No. 8
Below is an isolated molecule of C4H7NO, with properties calculated with ωB97M-V/def2-TZVPD.

Structure (XYZ):
```
13
Properties=species:S:1:pos:R:3:forces:R:3
C -1.6419 -0.6998 0.3561 -0.290 0.011 0.511
C -0.2469 -0.2354 0.2737 -0.174 -0.140 0.564
C 0.2752 1.2029 0.3028 -0.275 -0.076 0.133
O 1.6079 1.0612 -0.1657 0.082 -0.280 0.376
C 1.5999 -0.2646 -0.6764 0.602 -0.271 -0.583
N 0.6832 -1.0719 0.0866 -0.629 0.183 -0.983
H -1.7072 -1.6958 -0.0977 -0.019 0.319 0.228
H -2.3259 -0.0134 -0.1496 0.028 -0.026 0.213
H -1.8670 -0.7617 1.4123 -0.729 -0.076 0.305
H 1.0841 -0.2025 -1.6387 0.740 -0.220 -0.621
H 0.2948 1.5227 1.3551 -0.151 0.159 -0.228
H -0.2993 1.9352 -0.2826 0.098 -0.209 -0.061
H 2.5432 -0.7771 -0.7759 0.717 0.627 0.146
```
Positions in Å, forces in eV/Å.

gap between HOMO and LUMO	10.50	eV
SMILES	CC1=NCOC1



No. 9
Below is an isolated molecule of C4H7NO, with properties calculated with ωB97M-V/def2-TZVPD.

Structure (XYZ):
```
13
Properties=species:S:1:pos:R:3:forces:R:3
C -1.1399 -0.6678 0.1600 -0.175 0.051 -0.001
O 0.0394 -1.3519 -0.2574 -0.046 -0.182 0.130
C 1.1607 -0.6053 0.2110 0.194 0.107 0.027
C 0.6999 0.8379 0.1414 0.196 -0.023 0.150
N 0.0163 1.1154 -1.1186 0.017 0.165 -0.170
C -0.7705 0.7967 0.0673 -0.174 -0.059 0.141
H -1.4164 -0.9526 1.1852 -0.010 0.090 -0.102
H -1.9493 -0.9366 -0.5258 0.122 -0.122 0.097
H 1.4545 -0.9245 1.2207 -0.073 0.160 -0.070
H 1.9917 -0.7870 -0.4800 -0.095 -0.125 0.141
H 1.2551 1.6461 0.6076 -0.013 -0.174 -0.098
H 0.0814 0.2520 -1.6596 -0.047 0.314 -0.246
H -1.4230 1.5775 0.4482 0.104 -0.201 0.001
```
Positions in Å, forces in eV/Å.

gap between HOMO and LUMO	10.76	eV
SMILES	C1OC[C@H]2N[C@@H]12



Calculated ΔE to the lowest compared entry with this formula, charge and spin in order - 91.7 68.1 211.2 413.4 201.8 108.4 152.8 218.0 200.4 kJ/mol
Calculated energy in order - -7798.6937 -7798.9382 -7797.4557 -7795.3602 -7797.5528 -7798.5214 -7798.0603 -7797.3854 -7797.5675 eV